C20H28FN5O4 | ωB97M-V/def2-TZVPD

For the HOMO energy, the calculation gives -9.247 eV. The SMILES is Cc1nc([N+](=O)[O-])cn1Cc1ccc(F)cc1.CNC(=O)[C@H](CC(C)C)NC(C)=O. Its spin multiplicity is 1. The electronic energy is -39550.6698 eV. The calculation puts the lowest unoccupied orbital energy at -0.24 eV.

Bonds (Å) are listed after each position.
CARTESIAN COORDINATES (ANGSTROEM)
1 C 0.7589 2.1943 -4.6501  C2 1.497, H18 1.093, H19 1.094, H20 1.093
2 C 0.8263 2.4780 -3.1820  C1 1.497, N3 1.309, N9 1.389
3 N -0.2379 2.6022 -2.4292  C2 1.309, C4 1.398
4 C 0.2160 2.8750 -1.1357  N3 1.398, N5 1.410, C8 1.372
5 N -0.5897 3.0753 0.0044  C4 1.410, O6 1.238, O7 1.237
6 O -0.0298 3.4146 1.0556  N5 1.238
7 O -1.8078 2.8918 -0.1068  N5 1.237
8 C 1.5874 2.9111 -1.1436  C4 1.372, N9 1.380, H21 1.086
9 N 1.9875 2.6464 -2.4379  C2 1.389, C8 1.380, C10 1.473
10 C 3.3767 2.5403 -2.9143  N9 1.473, C11 1.514, H22 1.095, H23 1.095
11 C 3.8092 1.0969 -3.0586  C10 1.514, C12 1.404, C17 1.405
12 C 4.5458 0.6914 -4.1826  C11 1.404, C13 1.400, H24 1.087
13 C 4.9718 -0.6361 -4.3099  C12 1.400, C14 1.397, H25 1.085
14 C 4.6694 -1.5752 -3.3215  C13 1.397, F15 1.352, C16 1.396
15 F 5.0844 -2.8559 -3.4481  C14 1.352
16 C 3.9371 -1.1795 -2.2013  C14 1.396, C17 1.399, H26 1.085
17 C 3.5127 0.1462 -2.0671  C11 1.405, C16 1.399, H27 1.085
18 H 1.1593 3.0413 -5.2128  C1 1.093
19 H -0.2781 2.0265 -4.9549  C1 1.094
20 H 1.3456 1.3030 -4.8874  C1 1.093
21 H 2.2188 3.1025 -0.2811  C8 1.086
22 H 4.0451 3.0447 -2.2084  C10 1.095
23 H 3.4703 3.0626 -3.8719  C10 1.095
24 H 4.7955 1.4053 -4.9628  C12 1.087
25 H 5.5416 -0.9488 -5.1792  C13 1.085
26 H 3.7031 -1.9099 -1.4331  C16 1.085
27 H 2.9516 0.4310 -1.1834  C17 1.085
28 C -4.6624 -0.5942 1.0192  N29 1.464, H41 1.091, H42 1.090, H43 1.091
29 N -4.1135 0.3888 1.9554  C28 1.464, C30 1.341, H44 1.010
30 C -3.0999 0.2721 2.8250  N29 1.341, O31 1.223, C32 1.547
31 O -2.7761 1.2556 3.4764  C30 1.223
32 C -2.3596 -1.0645 3.0648  C30 1.547, C33 1.545, N37 1.469, H45 1.092
33 C -1.2732 -1.3363 2.0001  C32 1.545, C34 1.539, H46 1.091, H47 1.089
34 C -0.2704 -0.1878 1.7873  C33 1.539, C35 1.529, C36 1.529, H48 1.087
35 C 0.5415 0.1192 3.0458  C34 1.529, H49 1.089, H50 1.090, H51 1.090
36 C 0.7082 -0.5554 0.6712  C34 1.529, H52 1.090, H53 1.090, H54 1.088
37 N -3.2481 -2.2318 3.1456  C32 1.469, C38 1.334, H55 1.005
38 C -2.9850 -3.3311 3.8541  N37 1.334, C39 1.511, O40 1.223
39 C -4.0438 -4.4087 3.8401  C38 1.511, H56 1.088, H57 1.088, H58 1.090
40 O -1.9539 -3.4990 4.4903  C38 1.223
41 H -5.3941 -1.2277 1.5221  C28 1.091
42 H -3.8723 -1.2117 0.5927  C28 1.090
43 H -5.1612 -0.0734 0.2001  C28 1.091
44 H -4.4939 1.3234 1.9136  N29 1.010
45 H -1.8617 -0.9625 4.0311  C32 1.092
46 H -0.7181 -2.2296 2.2890  C33 1.091
47 H -1.7564 -1.5427 1.0466  C33 1.089
48 H -0.8058 0.7077 1.4817  C34 1.087
49 H 1.2812 0.8890 2.8295  C35 1.089
50 H -0.1168 0.4965 3.8281  C35 1.090
51 H 1.0418 -0.7818 3.3999  C35 1.090
52 H 0.1603 -0.7289 -0.2550  C36 1.090
53 H 1.2663 -1.4523 0.9394  C36 1.090
54 H 1.3988 0.2710 0.5173  C36 1.088
55 H -4.1311 -2.1783 2.6687  N37 1.005
56 H -4.9638 -4.0155 4.2678  C39 1.088
57 H -4.2139 -4.7360 2.8165  C39 1.088
58 H -3.6936 -5.2489 4.4392  C39 1.090